The following is a DFT calculation (wB97M-V/def2-TZVPD) of one molecule with the formula C13H11ClO3.

Last column: natural (NBO) charge in e.
Atoms and positions in Å:
C -0.74107 -3.12865 -2.46565  -0.18
C 0.14682 -2.06336 -2.19341  -0.15
O -0.70853 -2.43295 2.31101  -0.46
O 0.59006 0.01658 2.88174  -0.45
H 1.78756 0.96473 0.87447  0.26
H -0.80629 -3.52094 -3.48514  0.22
O 1.63339 0.23741 -1.58229  -0.53
C 0.20534 -1.49713 -0.91887  -0.16
C -0.31369 -1.67409 1.43920  0.41
C -0.56448 -2.07725 0.07239  -0.04
C -1.70040 -3.52002 -1.52515  -0.19
C -1.54975 -3.05462 -0.22439  -0.18
C -0.19999 1.75150 0.40100  -0.38
C 1.16118 3.88526 0.52045  -0.38
C 0.80216 0.56914 0.60276  -0.40
H -2.52629 -4.17301 -1.74975  0.23
H -0.24919 2.04475 -0.64702  0.22
H -1.20571 1.39641 0.64734  0.22
H 0.47643 2.70084 2.23394  0.23
C 0.97490 -0.27663 -0.67029  0.56
H 0.77967 4.26801 -0.41608  0.21
H 0.81630 -1.70044 -2.96047  0.24
H -0.78954 3.55312 1.42846  0.22
Cl 1.65823 5.23827 1.52313  -0.05
C 0.35738 -0.36073 1.75370  0.49
H 2.06229 3.28239 0.32995  0.21
C 0.11506 2.98741 1.24616  -0.42
H -2.21187 -3.41599 0.57281  0.24

Cartesian forces (eV/Å) of the 6 atoms listed first:
-0.1 1.2 -0.5
-0.3 -1.1 -0.3
0.7 1.1 0.2
-0.6 -0.9 -0.4
-0.2 -0.1 -0.1
0.2 0.1 0.4

DFT total energy = -32323.690 eV
2S+1 = 1
SMILES = O=C1C(=O)[C@H](CCCCl)C(=O)c2ccccc21
relative energy (zero: lowest compared OMol25 entry of this formula, charge and spin) = 0.0 kJ/mol
molecular weight = 250.7 g/mol
Kohn-Sham gap = 8.61 eV